No. 1
This record from the Open Molecules 2025 dataset describes C34H47FN3O3Pd as an isolated structure. The level of theory is ωB97M-V/def2-TZVPD.

Properties
gap between HOMO and LUMO (alpha / beta) = 5.28 / 5.27 eV
total charge = +3
LUMO energy (alpha / beta) = -10.7 / -10.7 eV
largest force on an atom = 0.064 Eh/bohr
E = -52803.3896 eV

Positions of all 89 atoms, in Å:
1 Pd 2.400 0.110 -0.600
2 C 4.643 0.607 -0.400
3 C 3.707 1.740 -0.398
4 C 2.946 1.666 0.880
5 C 3.421 0.517 1.514
6 C 4.553 -0.111 0.774
7 C 5.403 -1.197 1.272
8 C 4.579 -2.411 1.777
9 C 6.121 -0.557 2.501
10 C 6.429 -1.644 0.231
11 C 1.944 2.620 1.560
12 C 1.840 2.240 3.046
13 C 0.534 2.500 0.969
14 C 2.454 4.070 1.503
15 C 3.660 2.683 -1.577
16 C 4.658 3.830 -1.290
17 C 4.140 1.926 -2.836
18 C 2.266 3.232 -1.893
19 H 5.375 0.432 -1.172
20 H 3.069 0.198 2.485
21 H 3.999 -2.158 2.668
22 H 5.308 -3.175 2.048
23 H 3.917 -2.818 1.030
24 H 5.419 -0.241 3.277
25 H 6.747 0.294 2.227
26 H 6.760 -1.335 2.921
27 H 5.946 -2.068 -0.652
28 H 7.059 -2.420 0.663
29 H 7.085 -0.825 -0.077
30 H 1.386 1.257 3.198
31 H 1.199 2.967 3.543
32 H 2.811 2.268 3.552
33 H 0.130 1.500 1.131
34 H 0.489 2.724 -0.092
35 H -0.117 3.207 1.487
36 H 3.451 4.157 1.944
37 H 1.783 4.700 2.088
38 H 2.493 4.480 0.500
39 H 5.663 3.451 -1.092
40 H 4.353 4.448 -0.449
41 H 4.709 4.459 -2.181
42 H 5.212 1.729 -2.828
43 H 3.939 2.555 -3.702
44 H 3.617 0.984 -3.006
45 H 1.836 3.828 -1.098
46 H 1.556 2.450 -2.164
47 H 2.363 3.879 -2.766
48 F -3.927 2.040 -1.042
49 C -3.522 0.768 -0.913
50 C -2.189 0.525 -0.925
51 C -1.701 -0.788 -0.801
52 C -0.307 -1.093 -0.817
53 O 0.544 -0.144 -1.144
54 C 0.095 -2.396 -0.600
55 C -0.878 -3.376 -0.487
56 N -2.179 -3.131 -0.519
57 C -3.131 -4.247 -0.450
58 C -3.899 -4.470 0.819
59 C -2.821 -5.428 0.409
60 C -2.638 -1.821 -0.659
61 C -4.011 -1.549 -0.664
62 C -4.498 -0.262 -0.805
63 N -5.876 -0.017 -0.823
64 C -6.786 -1.002 -1.401
65 C -7.971 -1.231 -0.474
66 N -8.393 0.092 0.148
67 C -7.972 1.257 -0.709
68 C -6.451 1.337 -0.745
69 C 1.506 -2.845 -0.490
70 O 1.803 -4.011 -0.466
71 O 2.411 -1.893 -0.309
72 H -1.505 1.353 -1.056
73 H -0.565 -4.408 -0.402
74 H -3.625 -4.413 -1.398
75 H -4.933 -4.781 0.735
76 H -3.681 -3.814 1.652
77 H -3.102 -6.398 0.024
78 H -1.911 -5.427 0.994
79 H -4.694 -2.375 -0.545
80 H -6.297 -1.957 -1.557
81 H -7.124 -0.674 -2.387
82 H -7.741 -1.907 0.345
83 H -8.825 -1.623 -1.023
84 H -7.967 0.190 1.070
85 H -9.403 0.099 0.295
86 H -8.385 2.168 -0.284
87 H -8.424 1.101 -1.685
88 H -6.094 1.826 0.160
89 H -6.186 1.973 -1.588

***

No. 2
This record from the Open Molecules 2025 dataset describes C34H47MnNO2P2 as an isolated structure. The level of theory is ωB97M-V/def2-TZVPD.

Properties
gap between HOMO and LUMO (alpha / beta) = 7.46 / 7.21 eV
total charge = 0
2S+1 = 6
LUMO energy (alpha / beta) = 0.8 / 0.5 eV
relative energy (zero: lowest compared OMol25 entry of this formula, charge and spin) = 0.000 eV
largest force on an atom = 0.015 Eh/bohr
E = -91507.3460 eV

Positions of all 87 atoms, in Å:
1 Mn -0.015 -0.556 -0.489
2 C 3.590 -3.078 -2.077
3 C 3.452 -2.542 -0.649
4 C 2.937 -3.625 0.301
5 P 2.392 -1.037 -0.517
6 C 3.301 0.258 -1.487
7 C 3.202 1.647 -0.849
8 C 2.696 0.324 -2.905
9 C 2.562 -0.622 1.245
10 C 3.733 -0.087 1.779
11 C 3.803 0.306 3.105
12 C 2.656 0.196 3.888
13 C 1.487 -0.350 3.383
14 C 1.417 -0.823 2.059
15 N 0.299 -1.378 1.462
16 C -0.700 -2.066 2.115
17 C -0.607 -2.600 3.427
18 C -1.653 -3.297 4.002
19 C -2.849 -3.517 3.316
20 C -2.944 -3.054 2.017
21 C -1.900 -2.355 1.411
22 P -1.980 -1.927 -0.341
23 C -3.653 -1.213 -0.597
24 C -3.857 -0.029 0.356
25 C -3.831 -0.769 -2.053
26 C -1.966 -3.549 -1.245
27 C -1.107 -4.576 -0.501
28 C -1.419 -3.361 -2.670
29 H 4.227 -3.966 -2.079
30 H 4.038 -2.354 -2.756
31 H 2.614 -3.369 -2.480
32 H 4.427 -2.199 -0.298
33 H 1.953 -3.982 -0.011
34 H 2.856 -3.263 1.326
35 H 3.618 -4.480 0.291
36 H 4.346 -0.056 -1.547
37 H 2.166 1.892 -0.606
38 H 3.550 2.399 -1.564
39 H 3.787 1.742 0.066
40 H 1.671 0.697 -2.852
41 H 2.676 -0.639 -3.417
42 H 3.266 1.021 -3.524
43 H 4.607 0.028 1.142
44 H 4.719 0.723 3.512
45 H 2.671 0.552 4.913
46 H 0.603 -0.387 4.004
47 H 0.315 -2.481 3.979
48 H -1.534 -3.687 5.008
49 H -3.671 -4.052 3.777
50 H -3.852 -3.254 1.450
51 H -4.373 -1.998 -0.370
52 H -3.058 0.709 0.250
53 H -3.871 -0.341 1.400
54 H -4.806 0.467 0.128
55 H -3.060 -0.048 -2.337
56 H -4.802 -0.283 -2.175
57 H -3.793 -1.606 -2.752
58 H -3.000 -3.896 -1.295
59 H -0.110 -4.173 -0.309
60 H -0.994 -5.477 -1.113
61 H -1.532 -4.858 0.461
62 H -0.424 -2.916 -2.643
63 H -2.046 -2.719 -3.286
64 H -1.330 -4.327 -3.173
65 C -1.240 7.723 -0.434
66 C -1.099 6.219 -0.394
67 C -1.913 5.401 -1.173
68 C -1.766 4.020 -1.190
69 C -2.740 3.203 -2.015
70 C -0.777 3.431 -0.382
71 C 0.035 4.229 0.436
72 C 1.116 3.693 1.356
73 C -0.140 5.612 0.401
74 C -0.583 1.941 -0.402
75 O -0.544 1.281 0.666
76 O -0.424 1.340 -1.520
77 H -2.254 8.021 -0.710
78 H -0.558 8.154 -1.172
79 H -1.003 8.171 0.533
80 H -2.691 5.853 -1.787
81 H -3.166 3.813 -2.813
82 H -3.568 2.859 -1.387
83 H -2.269 2.330 -2.459
84 H 1.129 2.610 1.425
85 H 0.964 4.087 2.364
86 H 2.098 4.037 1.020
87 H 0.497 6.232 1.031

***

No. 3
This record from the Open Molecules 2025 dataset describes C34H47N3NiO4PSSeSi4Te as an isolated structure. The level of theory is ωB97M-V/def2-TZVPD.

Properties
gap between HOMO and LUMO (alpha / beta) = 4.88 / 4.86 eV
total charge = -1
LUMO energy (alpha / beta) = 1.2 / 1.2 eV
largest force on an atom = 0.031 Eh/bohr
E = -214003.0560 eV

Positions of all 97 atoms, in Å:
1 Ni -0.635 -1.461 0.539
2 O -0.292 -1.717 -2.176
3 C -0.826 -1.030 -1.310
4 C -2.182 -0.394 -1.663
5 C -2.537 -0.293 -3.004
6 C -3.745 0.279 -3.370
7 C -4.614 0.755 -2.393
8 C -4.267 0.643 -1.056
9 C -3.056 0.064 -0.684
10 P -2.551 -0.228 1.053
11 C -3.875 -1.319 1.713
12 C -4.772 -2.032 0.929
13 C -5.662 -2.927 1.508
14 C -5.666 -3.127 2.880
15 C -4.765 -2.427 3.674
16 C -3.876 -1.539 3.092
17 C -3.070 1.369 1.843
18 C -4.366 1.614 2.301
19 C -4.708 2.836 2.864
20 C -3.755 3.839 2.986
21 C -2.460 3.603 2.548
22 C -2.119 2.379 1.988
23 H -1.841 -0.671 -3.742
24 H -4.011 0.360 -4.417
25 H -5.563 1.196 -2.672
26 H -4.943 1.009 -0.292
27 H -4.762 -1.906 -0.147
28 H -6.346 -3.481 0.877
29 H -6.356 -3.831 3.327
30 H -4.749 -2.582 4.746
31 H -3.168 -1.004 3.718
32 H -5.120 0.840 2.224
33 H -5.722 3.002 3.207
34 H -4.020 4.792 3.426
35 H -1.704 4.373 2.645
36 H -1.100 2.201 1.665
37 C -0.796 -4.918 -1.279
38 S -0.854 -4.137 0.294
39 O 0.422 -3.424 0.438
40 O -1.056 -5.168 1.304
41 O -1.985 -3.184 0.223
42 H 0.042 -5.613 -1.285
43 H -0.655 -4.132 -2.020
44 H -1.735 -5.447 -1.429
45 C 5.981 0.682 -1.134
46 Si 4.364 -0.130 -0.615
47 C 4.371 -1.908 -1.191
48 C 4.240 -0.105 1.253
49 Si 2.545 0.957 -1.543
50 Te 0.493 0.573 -0.133
51 Si 2.318 0.555 -3.825
52 C 2.067 -1.245 -4.230
53 C 0.846 1.545 -4.434
54 C 3.855 1.146 -4.738
55 Si 2.672 3.247 -1.164
56 C 2.889 3.558 0.679
57 C 1.120 4.131 -1.738
58 C 4.134 4.046 -2.040
59 H 6.833 0.034 -0.908
60 H 6.128 1.630 -0.610
61 H 5.992 0.893 -2.207
62 H 5.094 -2.500 -0.623
63 H 4.627 -1.977 -2.252
64 H 3.382 -2.357 -1.059
65 H 5.021 -0.724 1.705
66 H 3.265 -0.488 1.564
67 H 4.334 0.911 1.644
68 H 1.255 -1.657 -3.630
69 H 2.968 -1.829 -4.027
70 H 1.819 -1.354 -5.291
71 H 0.024 1.499 -3.714
72 H 0.482 1.153 -5.388
73 H 1.108 2.598 -4.571
74 H 4.709 0.493 -4.536
75 H 4.138 2.161 -4.449
76 H 3.674 1.139 -5.817
77 H 2.093 3.063 1.244
78 H 2.852 4.631 0.887
79 H 3.844 3.166 1.039
80 H 0.245 3.482 -1.682
81 H 1.225 4.472 -2.771
82 H 0.929 5.003 -1.106
83 H 5.073 3.541 -1.806
84 H 4.229 5.094 -1.738
85 H 4.004 4.021 -3.125
86 Se 1.968 1.272 4.648
87 N 2.024 -0.203 5.635
88 C 1.309 -1.095 4.988
89 C 1.055 -2.443 5.441
90 C 0.267 -3.206 4.667
91 C -0.274 -2.684 3.417
92 N -0.057 -1.501 2.948
93 C 0.717 -0.664 3.736
94 N 0.942 0.584 3.402
95 H 1.491 -2.789 6.368
96 H 0.026 -4.227 4.930
97 H -0.888 -3.355 2.824

***

No. 4
This record from the Open Molecules 2025 dataset describes a 12-piece molecular cluster, C34H48Cl12F18N2O14 overall. The level of theory is ωB97M-V/def2-TZVPD.

Properties
gap between HOMO and LUMO = 9.19 eV
total charge = 0
SMILES = CCOC(=O)C(F)(F)F.CCOC(=O)C(F)(F)F.CCOC(=O)C(F)(F)F.CCOC(=O)C(F)(F)F.CCOC(=O)C(F)(F)F.CCOC(=O)C(F)(F)F.ClC(Cl)Cl.ClC(Cl)Cl.ClC(Cl)Cl.ClC(Cl)Cl.CN(C)C=O.CN(C)C=O
LUMO energy = 0.3 eV
relative energy (zero: lowest compared OMol25 entry of this formula, charge and spin) = 0.000 eV
largest force on an atom = 0.044 Eh/bohr
E = -266867.3417 eV

Positions of all 128 atoms, in Å:
1 C 3.336 4.892 -0.924
2 O 2.355 4.183 -0.995
3 N 3.318 6.215 -0.711
4 C 4.521 7.025 -0.914
5 C 2.115 6.952 -0.417
6 H 4.351 4.490 -1.038
7 H 5.396 6.379 -0.995
8 H 4.636 7.722 -0.090
9 H 4.439 7.450 -1.918
10 H 2.194 7.320 0.612
11 H 1.950 7.802 -1.076
12 H 1.225 6.329 -0.358
13 C 3.857 -5.005 -1.248
14 O 4.341 -5.978 -1.774
15 N 3.489 -3.878 -1.872
16 C 2.946 -2.736 -1.151
17 C 3.545 -3.686 -3.302
18 H 3.630 -4.968 -0.173
19 H 1.965 -2.538 -1.576
20 H 3.568 -1.841 -1.220
21 H 2.914 -2.942 -0.078
22 H 3.743 -4.676 -3.716
23 H 2.577 -3.382 -3.690
24 H 4.270 -2.955 -3.661
25 C 1.984 5.397 3.724
26 C 1.321 4.093 4.086
27 O 0.083 4.380 4.765
28 C -0.628 3.347 5.139
29 O -0.253 2.224 5.209
30 C -2.045 3.746 5.604
31 F -2.326 3.196 6.776
32 F -2.178 5.083 5.666
33 F -2.921 3.301 4.660
34 H 2.677 5.120 2.923
35 H 2.563 5.850 4.527
36 H 1.317 6.159 3.327
37 H 1.967 3.456 4.690
38 H 1.052 3.511 3.204
39 C 3.150 1.864 1.618
40 C 3.599 0.995 0.494
41 O 4.536 1.679 -0.351
42 C 5.273 0.973 -1.156
43 O 5.135 -0.181 -1.442
44 C 6.348 1.812 -1.883
45 F 6.244 3.116 -1.585
46 F 7.576 1.413 -1.571
47 F 6.151 1.664 -3.181
48 H 2.564 2.727 1.294
49 H 3.930 2.176 2.310
50 H 2.415 1.291 2.190
51 H 2.782 0.624 -0.128
52 H 4.091 0.105 0.902
53 C -3.328 -6.586 -4.086
54 C -2.409 -6.410 -5.259
55 O -1.717 -5.181 -5.107
56 C -0.925 -4.796 -6.088
57 O -0.737 -5.360 -7.119
58 C -0.084 -3.567 -5.675
59 F -0.527 -3.015 -4.537
60 F 1.183 -3.971 -5.454
61 F -0.058 -2.677 -6.673
62 H -4.113 -5.823 -4.104
63 H -2.937 -6.511 -3.068
64 H -3.883 -7.526 -4.029
65 H -2.969 -6.490 -6.190
66 H -1.704 -7.246 -5.276
67 C -6.138 2.513 3.027
68 C -4.719 2.298 2.512
69 O -4.780 1.521 1.306
70 C -4.711 0.216 1.439
71 O -4.665 -0.371 2.466
72 C -4.707 -0.563 0.103
73 F -5.774 -1.345 -0.024
74 F -4.634 0.294 -0.926
75 F -3.628 -1.358 0.102
76 H -6.173 3.258 3.824
77 H -6.620 1.597 3.363
78 H -6.714 2.973 2.223
79 H -3.981 1.877 3.186
80 H -4.392 3.297 2.217
81 C -2.642 -0.399 5.138
82 C -2.186 -1.823 5.457
83 O -1.152 -2.119 4.500
84 C 0.076 -2.244 4.932
85 O 0.426 -2.279 6.055
86 C 1.145 -2.161 3.828
87 F 1.637 -3.369 3.564
88 F 0.628 -1.671 2.698
89 F 2.118 -1.358 4.201
90 H -1.854 0.330 5.321
91 H -3.547 -0.050 5.636
92 H -2.858 -0.364 4.067
93 H -2.976 -2.552 5.296
94 H -1.795 -1.782 6.471
95 C -0.809 -2.945 -0.804
96 C -0.949 -1.636 -1.576
97 O -0.968 -0.530 -0.655
98 C 0.086 0.153 -0.375
99 O 1.183 -0.005 -0.826
100 C -0.111 1.221 0.707
101 F -1.401 1.585 0.829
102 F 0.282 0.825 1.934
103 F 0.621 2.296 0.396
104 H -1.626 -3.090 -0.108
105 H 0.156 -2.980 -0.302
106 H -0.830 -3.727 -1.569
107 H -1.920 -1.624 -2.057
108 H -0.104 -1.479 -2.246
109 C 2.539 0.752 -4.029
110 Cl 1.308 2.047 -3.911
111 Cl 3.696 1.176 -5.272
112 Cl 1.726 -0.760 -4.426
113 H 3.021 0.573 -3.076
114 C -1.285 3.914 -2.296
115 Cl -2.183 2.388 -2.028
116 Cl -1.779 5.171 -1.122
117 Cl -1.568 4.508 -3.930
118 H -0.239 3.711 -2.098
119 C -2.712 -6.119 1.724
120 Cl -3.998 -5.754 2.887
121 Cl -1.459 -4.869 1.868
122 Cl -3.259 -6.316 0.084
123 H -2.292 -7.052 2.075
124 C -4.637 -2.303 -3.697
125 Cl -6.405 -2.202 -3.699
126 Cl -4.074 -2.669 -5.329
127 Cl -4.053 -3.428 -2.463
128 H -4.223 -1.333 -3.455

***

No. 5
This record from the Open Molecules 2025 dataset describes C34H48ClMgNO5P2 as an isolated structure. The level of theory is ωB97M-V/def2-TZVPD.

Properties
gap between HOMO and LUMO = 5.71 eV
total charge = 0
LUMO energy = -0.6 eV
relative energy (zero: lowest compared OMol25 entry of this formula, charge and spin) = 0.000 eV
largest force on an atom = 0.014 Eh/bohr
E = -84306.6919 eV

Positions of all 92 atoms, in Å:
1 Mg -0.332 0.146 0.426
2 C 2.608 1.954 -1.893
3 C 3.128 1.642 -0.491
4 C 4.356 2.486 -0.159
5 P 1.736 1.717 0.730
6 C 1.517 3.545 1.015
7 C 2.282 4.210 2.156
8 C 0.036 3.910 1.108
9 C 2.411 0.802 2.154
10 C 3.486 1.267 2.918
11 C 4.168 0.487 3.834
12 C 5.292 1.039 4.666
13 C 3.769 -0.845 3.930
14 C 2.711 -1.344 3.204
15 C 1.952 -0.540 2.322
16 N 0.911 -1.023 1.571
17 C 0.350 -2.284 1.796
18 C 0.095 -2.831 3.058
19 C -0.548 -4.047 3.200
20 C -0.985 -4.778 2.100
21 C -1.694 -6.096 2.255
22 C -0.759 -4.228 0.846
23 C -0.109 -3.010 0.672
24 P 0.139 -2.200 -0.944
25 C 1.739 -2.891 -1.575
26 C 2.050 -4.307 -1.096
27 C 2.895 -1.953 -1.235
28 C -1.133 -2.822 -2.142
29 C -2.540 -2.522 -1.624
30 C -1.035 -4.238 -2.709
31 H 3.395 1.813 -2.638
32 H 2.274 2.994 -1.968
33 H 1.763 1.314 -2.155
34 H 3.424 0.590 -0.447
35 H 4.130 3.554 -0.182
36 H 5.142 2.307 -0.897
37 H 4.765 2.240 0.821
38 H 1.892 3.958 0.070
39 H 2.032 3.756 3.116
40 H 2.004 5.265 2.205
41 H 3.362 4.161 2.026
42 H -0.409 3.544 2.033
43 H -0.537 3.491 0.280
44 H -0.077 4.997 1.086
45 H 3.819 2.287 2.787
46 H 5.600 2.022 4.306
47 H 6.168 0.388 4.638
48 H 5.005 1.150 5.714
49 H 4.308 -1.519 4.589
50 H 2.470 -2.393 3.299
51 H 0.362 -2.269 3.943
52 H -0.734 -4.427 4.198
53 H -1.746 -6.391 3.303
54 H -1.181 -6.894 1.713
55 H -2.716 -6.048 1.875
56 H -1.105 -4.773 -0.023
57 H 1.616 -2.894 -2.666
58 H 2.237 -4.308 -0.022
59 H 2.950 -4.674 -1.596
60 H 1.244 -5.013 -1.286
61 H 2.991 -1.821 -0.155
62 H 2.745 -0.969 -1.682
63 H 3.836 -2.360 -1.615
64 H -0.951 -2.138 -2.983
65 H -2.795 -3.149 -0.769
66 H -3.274 -2.710 -2.412
67 H -2.651 -1.486 -1.299
68 H -1.228 -5.006 -1.962
69 H -0.061 -4.441 -3.152
70 H -1.785 -4.362 -3.495
71 C -1.018 1.448 -3.597
72 C -1.609 1.579 -2.224
73 O -1.032 1.050 -1.282
74 C -2.871 2.330 -2.031
75 C -3.584 2.821 -3.125
76 C -4.775 3.498 -2.927
77 C -5.253 3.691 -1.637
78 C -4.544 3.210 -0.544
79 C -3.353 2.531 -0.740
80 H -0.081 0.902 -3.531
81 H -0.848 2.430 -4.040
82 H -1.708 0.912 -4.251
83 H -3.220 2.672 -4.133
84 H -5.333 3.873 -3.775
85 H -6.186 4.217 -1.484
86 H -4.917 3.353 0.460
87 H -2.799 2.160 0.107
88 O -3.590 0.939 2.316
89 Cl -2.322 0.300 2.251
90 O -2.037 -0.464 3.410
91 O -1.248 1.300 2.000
92 O -2.228 -0.547 1.027